Entry 1:
A 7-piece molecular cluster, C28H74NO7P2 overall in a non-equilibrium geometry. Source: the OMol25 dataset; level of theory: the ωB97M-V functional and the def2-TZVPD basis.

Structure (ORCA input):
```
! wB97M-V def2-TZVPD RIJCOSX def2/J DEFGRID3
* xyz 1 1
C -0.343 -3.964 -2.454
O -0.291 -3.284 -1.147
C -1.648 -2.799 -0.745
C -1.941 -1.454 -1.695
C -3.157 -0.585 -1.022
C -3.036 1.039 -1.201
C -1.554 1.658 -0.863
C -1.526 3.268 -0.563
C -0.026 3.610 0.092
C 1.110 3.169 -1.005
C 2.370 4.210 -1.141
P 3.956 3.202 -0.684
P 5.524 4.606 -0.137
N 6.102 5.379 -1.461
H 0.044 -5.068 -2.311
H 0.393 -3.447 -3.218
H -1.429 -3.915 -2.904
H -2.479 -3.602 -0.952
H -1.572 -2.469 0.379
H -2.191 -1.867 -2.773
H -0.913 -0.901 -1.772
H -4.155 -0.920 -1.587
H -3.284 -0.845 0.116
H -3.804 1.525 -0.433
H -3.317 1.429 -2.293
H -0.833 1.304 -1.728
H -1.171 1.122 0.130
H -2.296 3.568 0.299
H -1.780 3.951 -1.481
H 0.087 2.872 1.023
H 0.074 4.740 0.396
H 0.614 3.040 -2.080
H 1.477 2.080 -0.696
H 2.154 5.098 -0.382
H 2.404 4.565 -2.268
H 4.319 2.408 -1.829
H 3.586 2.342 0.437
H 4.945 5.546 0.814
H 6.596 3.817 0.488
H 5.541 5.006 -2.272
C 2.441 7.704 3.729
C 3.905 7.306 3.640
C 4.740 8.024 4.688
O 4.403 7.623 2.342
H 2.315 8.779 3.554
H 1.854 7.189 2.960
H 2.024 7.459 4.711
H 4.001 6.222 3.771
H 4.696 9.110 4.548
H 5.793 7.737 4.604
H 4.392 7.788 5.699
H 4.322 8.583 2.216
C -3.777 -7.442 -4.259
C -3.682 -5.925 -4.235
C -4.880 -5.284 -4.917
O -2.488 -5.516 -4.895
H -3.795 -7.817 -5.289
H -2.902 -7.890 -3.776
H -4.678 -7.790 -3.745
H -3.619 -5.577 -3.198
H -4.938 -5.582 -5.970
H -4.792 -4.192 -4.902
H -5.815 -5.567 -4.422
H -2.535 -5.820 -5.816
C -0.755 10.224 7.002
C 0.710 9.825 6.912
C 1.544 10.543 7.961
O 1.207 10.142 5.615
H -0.880 11.298 6.827
H -1.341 9.709 6.233
H -1.172 9.978 7.983
H 0.805 8.742 7.044
H 1.500 11.629 7.821
H 2.598 10.256 7.877
H 1.196 10.307 8.972
H 1.126 11.102 5.489
C 2.187 -5.582 1.729
C 0.862 -6.326 1.788
C 0.566 -7.036 0.477
O -0.186 -5.402 2.071
H 2.171 -4.815 0.948
H 2.380 -5.066 2.676
H 3.016 -6.268 1.529
H 0.885 -7.055 2.605
H 0.493 -6.320 -0.349
H -0.396 -7.557 0.530
H 1.346 -7.766 0.239
H -0.214 -4.750 1.351
C -9.173 -2.662 -3.599
C -7.709 -3.061 -3.688
C -6.874 -2.343 -2.640
O -7.211 -2.743 -4.986
H -9.298 -1.588 -3.773
H -9.759 -3.177 -4.368
H -9.590 -2.908 -2.617
H -7.613 -4.144 -3.556
H -6.918 -1.257 -2.780
H -5.820 -2.630 -2.724
H -7.222 -2.579 -1.629
H -7.292 -1.783 -5.112
C 6.869 -6.711 -0.402
C 5.544 -7.455 -0.343
C 5.249 -8.165 -1.654
O 4.496 -6.531 -0.060
H 6.853 -5.944 -1.183
H 7.063 -6.195 0.545
H 7.698 -7.397 -0.602
H 5.567 -8.184 0.474
H 5.175 -7.449 -2.480
H 4.286 -8.686 -1.601
H 6.029 -8.895 -1.892
H 4.468 -5.879 -0.780
*
```

## Properties
* orbital gap: 7.33 eV
* LUMO level: -3.70 eV
* HOMO energy: -11.03 eV
* E: -64622.0249 eV

***

Entry 2:
A 24-piece molecular cluster, C28H75Br3I3N2O26P overall in a non-equilibrium geometry. Source: the OMol25 dataset; level of theory: the ωB97M-V functional and the def2-TZVPD basis.

Structure (ORCA input):
```
! wB97M-V def2-TZVPD RIJCOSX def2/J DEFGRID3
* xyz 0 1
C 5.497 3.718 -2.155
C 4.051 3.469 -2.726
O 3.161 4.210 -2.262
O 3.774 2.451 -3.659
C 3.407 1.230 -2.939
C 2.900 0.231 -4.059
C 3.142 -1.279 -3.720
C 2.269 -1.916 -2.553
C 1.169 -0.975 -1.923
N 0.166 -0.615 -2.768
C -0.752 0.161 -2.059
C -1.960 0.641 -2.835
I -2.025 0.055 -4.930
C -3.032 1.427 -2.198
C -4.194 1.881 -3.142
C -5.496 0.982 -3.162
C -5.626 -0.146 -2.110
C -6.834 -0.103 -1.241
C -7.139 -1.108 -0.218
C -6.200 -2.228 -0.070
C -4.977 -2.332 -0.890
C -4.729 -1.286 -1.906
C -2.963 1.769 -0.702
P -4.329 2.702 0.199
O -5.563 3.199 -0.812
Br -5.412 1.193 1.554
C -1.754 1.345 0.052
C -1.481 1.663 1.561
Br -1.658 3.611 2.008
C -2.274 0.725 2.563
C -2.598 -0.661 1.877
Br -1.021 0.273 4.076
C -0.683 0.546 -0.645
N 0.386 0.155 0.148
C 1.312 -0.600 -0.477
C 2.502 -1.057 0.431
I 2.844 -3.098 1.017
C 3.383 -0.127 0.930
C 4.569 -0.551 1.889
I 3.242 1.983 0.505
H 5.849 2.826 -1.563
H 5.470 4.596 -1.454
H 6.218 3.959 -2.980
H 2.544 1.464 -2.258
H 4.314 0.838 -2.409
H 1.857 0.475 -4.405
H 3.559 0.464 -4.952
H 4.229 -1.436 -3.448
H 2.967 -1.911 -4.641
H 2.944 -2.377 -1.793
H 1.680 -2.772 -3.001
H -3.870 1.965 -4.222
H -4.381 2.968 -2.884
H -6.398 1.663 -3.111
H -5.573 0.494 -4.182
H -7.571 0.742 -1.352
H -8.070 -0.981 0.393
H -6.439 -3.015 0.681
H -4.281 -3.198 -0.768
H -3.825 -1.359 -2.566
H -6.282 2.536 -0.858
H -0.401 1.504 1.837
H -3.141 1.206 3.071
H -2.941 -1.363 2.691
H -3.314 -0.592 1.020
H -1.668 -1.152 1.464
H 4.172 -1.007 2.845
H 5.200 -1.307 1.353
H 5.180 0.347 2.165
O -5.800 0.045 5.086
H -5.036 0.520 5.433
H -5.799 0.250 4.143
O 6.355 1.702 3.450
H 6.193 2.652 3.556
H 6.504 1.386 4.349
O -8.396 -3.079 -2.741
H -8.644 -3.888 -2.276
H -7.870 -2.591 -2.092
O -1.594 3.940 5.326
H -1.526 3.021 5.616
H -1.753 3.873 4.372
O 0.656 -4.403 3.482
H 1.241 -3.828 2.973
H 1.214 -5.160 3.719
O 7.131 -2.752 0.647
H 8.075 -2.643 0.805
H 6.945 -3.650 0.950
O 5.781 3.880 2.068
H 5.559 4.793 1.853
H 5.042 3.367 1.703
O 3.477 6.727 -4.031
H 3.530 5.819 -3.707
H 3.303 6.628 -4.977
O 1.400 4.171 -5.179
H 2.082 4.089 -4.505
H 1.074 3.270 -5.284
O 7.350 -5.669 -0.253
H 6.604 -5.751 -0.861
H 8.100 -6.006 -0.755
O -1.610 -3.386 2.172
H -0.926 -3.489 2.849
H -1.927 -4.284 2.028
O -7.606 -5.879 -3.429
H -7.814 -4.954 -3.621
H -8.343 -6.370 -3.811
O 4.714 4.919 -6.258
H 4.458 4.122 -5.777
H 5.286 5.392 -5.642
O 4.791 -7.367 -0.158
H 5.456 -7.438 0.537
H 4.475 -8.271 -0.276
O 1.434 8.434 -2.140
H 2.012 7.738 -2.476
H 1.905 9.248 -2.346
O 2.769 -5.911 4.432
H 3.606 -5.483 4.648
H 2.922 -6.842 4.632
O 1.108 -6.711 0.705
H 0.343 -6.224 0.375
H 1.723 -6.020 0.978
O 2.976 3.921 3.772
H 2.579 3.678 2.927
H 2.626 4.802 3.950
O -5.464 -7.852 -2.375
H -6.239 -7.375 -2.699
H -4.860 -7.155 -2.098
O -1.940 -1.073 7.064
H -1.164 -0.611 7.401
H -1.956 -0.852 6.123
O -0.500 7.187 5.289
H 0.186 7.095 5.959
H -0.810 6.284 5.146
O -1.723 -3.060 -0.986
H -1.597 -2.410 -1.688
H -1.461 -2.590 -0.181
O -1.496 3.421 8.461
H -0.715 3.877 8.794
H -1.525 3.657 7.526
*
```

## Properties
* orbital gap: 7.09 eV
* LUMO level: -1.89 eV
* HOMO energy: -8.98 eV
* E: -330183.3513 eV

***

Entry 3:
A 9-piece molecular cluster, C28H75F2N4O20S2 overall in a non-equilibrium geometry. Source: the OMol25 dataset; level of theory: the ωB97M-V functional and the def2-TZVPD basis.

Structure (ORCA input):
```
! wB97M-V def2-TZVPD RIJCOSX def2/J DEFGRID3
* xyz -1 1
N 0.490 1.002 1.796
S 0.354 1.502 0.331
O -0.925 1.517 -0.365
O 1.507 1.209 -0.530
F 0.435 3.058 0.698
S 0.143 -0.595 1.236
O 1.149 -1.243 0.416
O -1.286 -0.899 1.070
F 0.471 -1.345 2.617
C -0.022 6.733 -4.105
O 0.635 5.394 -4.203
C 1.236 5.016 -2.973
C 1.802 3.584 -2.857
N 2.885 3.333 -3.784
C 3.436 1.959 -3.871
C 4.595 1.842 -4.883
O 5.785 2.476 -4.429
C 6.903 2.497 -5.311
H -0.945 6.703 -3.526
H -0.381 7.031 -5.090
H 0.514 7.568 -3.654
H 0.533 5.170 -2.154
H 2.018 5.750 -2.778
H 0.994 2.855 -2.917
H 2.232 3.451 -1.864
H 3.640 3.912 -3.445
H 2.670 1.256 -4.198
H 3.934 1.560 -2.987
H 4.347 2.400 -5.785
H 4.777 0.773 -4.991
H 6.715 2.959 -6.281
H 7.309 1.486 -5.349
H 7.688 3.085 -4.836
C -1.851 -3.026 -2.846
O -2.102 -1.732 -3.512
C -2.238 -0.599 -2.588
C -1.798 0.732 -3.183
N -2.248 0.901 -4.577
C -3.699 0.961 -4.789
C -4.295 2.344 -4.389
O -3.539 3.407 -4.977
C -3.555 4.637 -4.270
H -0.831 -2.995 -2.463
H -1.954 -3.769 -3.637
H -2.481 -3.123 -1.961
H -1.520 -0.715 -1.777
H -3.259 -0.537 -2.210
H -0.710 0.794 -3.229
H -2.175 1.471 -2.476
H -1.943 1.850 -4.741
H -4.174 0.127 -4.273
H -3.875 0.821 -5.855
H -4.412 2.356 -3.306
H -5.323 2.345 -4.752
H -3.056 4.457 -3.318
H -4.587 4.962 -4.137
H -3.031 5.452 -4.769
C 0.942 -5.843 5.113
O -0.320 -5.722 4.284
C -0.807 -4.356 4.350
C -2.225 -4.387 3.810
N -2.436 -5.147 2.582
C -2.053 -4.385 1.381
C -2.335 -5.229 0.109
O -3.783 -5.292 -0.145
C -4.237 -6.054 -1.301
H 1.391 -6.828 4.982
H 0.731 -5.878 6.182
H 1.650 -5.072 4.809
H -0.124 -3.766 3.739
H -0.655 -4.012 5.373
H -2.688 -3.401 3.822
H -2.712 -4.888 4.647
H -1.917 -6.010 2.515
H -0.988 -4.155 1.349
H -2.621 -3.460 1.276
H -1.946 -6.234 0.275
H -1.769 -4.721 -0.672
H -4.019 -7.113 -1.167
H -3.811 -5.601 -2.196
H -5.324 -6.052 -1.391
C -4.760 0.822 2.681
C -4.344 -0.660 2.926
O -3.513 -0.781 4.121
O -5.459 1.347 3.709
H -5.306 1.036 1.762
H -3.876 1.456 2.614
H -3.827 -1.014 2.034
H -5.189 -1.332 3.079
H -2.681 -0.316 4.006
H -5.857 0.607 4.175
C 3.920 0.846 1.638
C 5.372 1.294 2.146
O 5.517 2.700 1.729
O 2.938 1.308 2.549
H 3.883 -0.243 1.627
H 3.766 1.137 0.599
H 6.083 0.577 1.735
H 5.454 1.214 3.230
H 6.212 3.028 2.304
H 2.019 1.189 2.296
C 0.847 -0.992 5.922
C 2.326 -0.928 5.358
O 3.207 -0.867 6.459
O 0.592 -2.142 6.639
H 0.150 -1.131 5.095
H 0.577 -0.073 6.442
H 2.384 0.036 4.852
H 2.513 -1.779 4.704
H 3.107 -1.608 7.060
H -0.282 -2.061 7.029
C -1.275 1.823 4.758
C -0.790 3.088 3.964
O 0.541 3.088 3.637
O -1.117 0.694 3.964
H -2.359 1.790 4.866
H -0.870 1.679 5.760
H -0.954 3.943 4.620
H -1.442 3.373 3.138
H 0.652 2.377 3.002
H -0.449 0.812 3.285
C 2.093 -1.271 -2.955
C 3.334 -1.557 -2.001
O 3.952 -2.799 -2.311
O 2.330 -1.631 -4.307
H 1.782 -0.236 -2.816
H 1.194 -1.805 -2.647
H 3.038 -1.435 -0.959
H 3.938 -0.698 -2.294
H 4.252 -2.829 -3.222
H 1.449 -1.591 -4.687
*
```

## Properties
* orbital gap: 8.42 eV
* LUMO level: 1.86 eV
* HOMO energy: -6.55 eV
* energy above the lowest of the compared OMol25 structures with the same formula, charge and spin: 71.4 kcal per mole
* E: -104259.1745 eV

***

Entry 4:
A 8-piece molecular cluster, C28H76N4O8 overall in a non-equilibrium geometry. Source: the OMol25 dataset; level of theory: the ωB97M-V functional and the def2-TZVPD basis.

Structure (ORCA input):
```
! wB97M-V def2-TZVPD RIJCOSX def2/J DEFGRID3
* xyz 0 1
C -0.973 -0.137 -3.136
O -0.715 -0.437 -1.776
C 0.102 0.516 -1.147
C 0.277 0.295 0.453
C 1.029 1.448 1.157
N 1.002 -0.904 0.685
H -0.106 0.076 -3.761
H -1.766 0.610 -3.123
H -1.249 -1.071 -3.627
H 1.070 0.665 -1.626
H -0.425 1.452 -1.335
H -0.645 -0.003 0.951
H 2.108 1.300 1.176
H 0.418 1.698 2.025
H 1.043 2.377 0.586
H 0.581 -1.715 0.255
H 1.905 -0.907 0.232
C 1.937 -0.341 -2.196
O 2.155 -0.035 -0.868
C 3.529 0.127 -0.392
C 4.224 -1.272 -0.077
C 3.327 -1.840 1.052
N 5.514 -1.033 0.558
H 2.509 -1.232 -2.453
H 2.183 0.589 -2.708
H 0.955 -0.542 -2.624
H 4.139 0.697 -1.092
H 3.430 0.894 0.376
H 4.257 -1.842 -1.005
H 2.366 -2.143 0.635
H 2.930 -1.171 1.815
H 3.813 -2.609 1.652
H 6.182 -0.393 0.154
H 5.664 -1.250 1.533
C -1.581 3.844 0.473
O -1.872 3.457 1.736
C -1.173 2.306 1.981
C -1.621 1.743 3.381
C -0.676 0.869 4.066
N -2.825 1.063 3.391
H -2.021 4.823 0.283
H -1.958 3.213 -0.332
H -0.510 4.041 0.434
H -1.333 1.574 1.189
H -0.156 2.665 2.141
H -1.699 2.669 3.951
H -0.490 0.020 3.408
H -1.004 0.595 5.068
H 0.313 1.317 4.148
H -2.763 0.373 2.657
H -3.300 1.769 2.847
C 2.211 -0.188 3.558
O 2.143 1.173 3.998
C 3.231 1.954 3.612
C 2.765 3.395 3.504
C 1.769 3.645 2.353
N 3.852 4.280 3.298
H 2.155 -0.339 2.480
H 1.209 -0.475 3.878
H 2.962 -0.811 4.044
H 4.008 1.827 4.366
H 3.534 1.572 2.637
H 2.415 3.662 4.501
H 0.837 3.082 2.386
H 2.324 3.495 1.427
H 1.575 4.715 2.278
H 3.424 5.194 3.337
H 3.895 4.227 2.290
C -2.717 -1.119 -0.437
C -2.751 0.459 -0.219
C -4.124 1.127 -0.466
O -2.336 0.573 1.097
H -1.826 -1.740 -0.341
H -3.080 -1.182 -1.463
H -3.487 -1.546 0.206
H -1.994 0.927 -0.848
H -4.882 0.714 0.198
H -4.418 0.890 -1.489
H -4.185 2.206 -0.323
H -2.902 -0.037 1.577
C 0.572 -3.390 0.298
C 0.131 -4.826 0.602
C 0.557 -5.711 -0.541
O 0.776 -5.139 1.757
H 0.356 -2.652 1.071
H 0.066 -3.079 -0.616
H 1.593 -3.219 -0.043
H -0.958 -4.812 0.587
H -0.141 -5.431 -1.330
H 0.439 -6.783 -0.387
H 1.604 -5.563 -0.806
H 0.193 -4.929 2.489
C -0.141 -4.822 -3.543
C -0.531 -3.394 -3.105
C 0.642 -2.410 -2.757
O -1.090 -2.679 -4.162
H 0.230 -4.849 -4.568
H -0.899 -5.602 -3.610
H 0.503 -5.182 -2.740
H -1.157 -3.249 -2.224
H 1.212 -2.704 -1.876
H 0.313 -1.386 -2.581
H 1.279 -2.427 -3.642
H -1.741 -3.149 -4.688
C -4.188 1.217 -3.765
C -3.559 2.495 -3.350
C -4.413 3.441 -2.528
O -2.416 2.056 -2.703
H -4.918 0.924 -3.011
H -3.416 0.573 -4.186
H -4.791 1.513 -4.624
H -3.313 3.085 -4.233
H -4.937 2.911 -1.732
H -5.209 3.854 -3.147
H -3.895 4.335 -2.181
H -2.460 1.097 -2.740
*
```

## Properties
* SMILES: COC[C@H](C)N.COC[C@H](C)N.COC[C@H](C)N.COC[C@H](C)N.CC(C)O.CC(C)O.CC(C)O.CC(C)O
* orbital gap: 8.17 eV
* LUMO level: 0.39 eV
* HOMO energy: -7.78 eV
* energy above the lowest of the compared OMol25 structures with the same formula, charge and spin: 596.3 kcal per mole
* E: -52581.2084 eV

***

- The highest LUMO level belongs to which entry?
  C28H75F2N4O20S2